No. 1
Molecular formula: C34H26BrF4N2O3PTeW
Method: DFT, ωB97M-V/def2-TZVPD

Summary:
HOMO energy ... -13.23 eV
Net charge ... +2
DFT total energy ... -5295.8818 hartree
HOMO-LUMO gap ... 5.71 eV

Each line ends with the Mulliken charge.
Cartesian coordinates (Å):
W 1.0945 0.5676 0.9352  0.455
O -4.1967 0.3745 2.2832  -0.620
C -3.6124 -0.5325 3.0653  0.325
C -4.4246 -1.3650 3.8401  -0.669
C -3.8715 -2.3012 4.6845  -0.461
C -2.4870 -2.4590 4.7646  -0.851
C -1.6706 -1.6824 3.9825  -0.600
C -2.2097 -0.7064 3.1250  0.535
C -1.3051 0.0549 2.3035  1.407
O -0.0445 -0.3114 2.1759  -0.305
N -1.6791 1.1084 1.6005  -1.593
N -0.6758 1.6158 0.8610  1.124
C -0.9694 2.6477 0.0739  -0.281
C -0.0749 3.2519 -0.8348  1.063
C -0.5164 4.3530 -1.6032  -1.110
C 0.3043 4.9599 -2.5196  -0.796
C 1.6089 4.4909 -2.7091  -0.790
C 2.0874 3.4212 -1.9812  -0.598
C 1.2704 2.7914 -1.0373  0.347
O 1.6891 1.7769 -0.2980  0.303
H -3.5328 0.9649 1.8838  0.460
H -5.4920 -1.2346 3.7691  0.500
H -4.5137 -2.9155 5.2952  0.436
H -2.0662 -3.1843 5.4409  0.465
H -0.5947 -1.7885 4.0301  0.522
H -1.9754 3.0479 0.1355  0.463
H -1.5241 4.7012 -1.4483  0.492
H -0.0586 5.7931 -3.0999  0.457
H 2.2486 4.9641 -3.4343  0.492
H 3.0908 3.0482 -2.1256  0.535
F 1.9650 -6.4798 0.7897  -0.244
C 1.6474 -5.2669 0.3946  0.500
C 0.7075 -5.0781 -0.6235  0.210
F 0.1324 -6.1177 -1.1926  -0.249
C 0.3757 -3.7819 -1.0262  0.261
F -0.4868 -3.5830 -2.0170  -0.331
C 0.9220 -2.6625 -0.4025  -0.008
P 0.3720 -0.9451 -0.8310  0.131
C 1.1963 -0.6490 -2.4179  0.967
C 0.5850 -0.7690 -3.6612  -0.398
C 1.3164 -0.4956 -4.8050  -0.793
C 2.6560 -0.1536 -4.7169  -0.685
C 3.2728 -0.0529 -3.4767  -0.695
C 2.5426 -0.2761 -2.3247  -0.409
C -1.4196 -1.0508 -0.9878  0.914
C -2.1474 -1.9015 -0.1543  -0.749
C -3.5270 -1.9270 -0.2451  -0.828
C -4.1793 -1.1066 -1.1535  -0.817
C -3.4579 -0.2151 -1.9343  -0.942
C -2.0801 -0.1606 -1.8325  -0.864
C 1.8674 -2.8852 0.5871  0.302
Br 2.6852 -1.3489 1.4924  -0.147
C 2.2464 -4.1535 0.9937  0.401
F 3.1439 -4.2970 1.9528  -0.295
H -0.4469 -1.0742 -3.7419  0.542
H 0.8344 -0.5637 -5.7668  0.478
H 3.2234 0.0256 -5.6171  0.460
H 4.3198 0.1991 -3.4171  0.509
H 3.0189 -0.1673 -1.3449  0.173
H -1.6338 -2.5527 0.5436  0.419
H -4.0948 -2.5896 0.3902  0.546
H -5.2520 -1.1574 -1.2500  0.464
H -3.9684 0.4370 -2.6246  0.493
H -1.5088 0.5515 -2.4132  0.584
C 4.3498 1.8565 1.8888  -1.023
Te 2.4180 1.9922 2.8876  0.293
C 2.1484 4.1014 2.4610  -0.953
H 4.9878 2.6624 2.2449  0.439
H 4.2369 1.9259 0.8046  0.246
H 4.8072 0.9064 2.1626  0.369
H 1.8162 4.2517 1.4338  0.219
H 3.0990 4.6035 2.6342  0.424
H 1.4102 4.4967 3.1583  0.374


No. 2
Molecular formula: C34H26BrFN3O13
Method: DFT, ωB97M-V/def2-TZVPD

Summary:
HOMO energy ... -11.40 eV
Net charge ... +1
DFT total energy ... -5127.2786 hartree
HOMO-LUMO gap ... 7.16 eV

Each line ends with the Mulliken charge.
Cartesian coordinates (Å):
N -2.0910 -2.8205 1.4896  -0.430
C -1.0310 -2.0150 1.0175  0.297
C 0.2646 -2.3495 1.3739  1.483
C 0.5126 -3.5737 2.2047  -0.539
C 0.4507 -4.8099 1.5849  -0.348
C 0.6640 -5.9299 2.3734  -0.594
C 0.9193 -5.7073 3.7097  -0.457
C 0.9920 -4.4314 4.2338  -0.482
N 0.7908 -3.3450 3.4816  -0.503
C 1.3053 -1.5426 0.9669  1.254
C 2.7095 -1.8914 1.3837  -0.699
O 3.2738 -1.3025 2.2384  -0.430
O 3.2875 -2.8851 0.6738  -0.416
C 1.0820 -0.4212 0.1689  0.581
C 2.2608 0.4257 -0.2196  -1.762
C 3.0675 -0.2113 -1.3244  0.413
O 2.7337 -1.1964 -1.8777  -0.345
Br 4.7444 0.6327 -1.7702  -0.129
C -0.2212 -0.1422 -0.2106  1.003
C -0.5635 1.0455 -1.0930  -2.056
O -1.2191 0.6141 -2.2748  -0.240
C -0.3835 -0.0801 -3.1450  0.358
C -0.3936 -1.4614 -3.2356  0.243
C 0.4229 -2.1161 -4.1490  -0.925
C 1.2578 -1.4049 -4.9980  -0.527
C 1.2679 -0.0182 -4.8970  -0.683
C 0.4556 0.6344 -3.9855  -0.375
N -1.2536 -0.9190 0.2318  0.351
C -2.6587 -0.5920 -0.0904  -1.006
C -3.2431 -1.3251 -1.2783  0.489
O -3.7165 -0.8042 -2.1960  -0.326
F -3.2144 -2.6601 -1.1916  -0.306
H -2.6053 -2.3095 2.2014  0.356
H -2.7120 -3.1125 0.7432  0.317
H 0.2357 -4.9092 0.5330  0.527
H 0.6140 -6.9249 1.9651  0.467
H 1.0715 -6.5485 4.3691  0.400
H 1.2014 -4.2976 5.2831  0.448
H 2.6987 -3.6566 0.7168  0.468
H 2.0144 1.4516 -0.4506  1.024
H 2.9195 0.5064 0.6441  0.144
H -1.2527 1.6709 -0.5336  0.503
H 0.3145 1.5948 -1.3982  0.407
H -1.0336 -2.0715 -2.6165  0.370
H 0.3807 -3.1929 -4.2013  0.420
H 1.8881 -1.9139 -5.7065  0.447
H 1.9121 0.5355 -5.5625  0.426
H 0.4987 1.7148 -3.9587  0.504
H -2.7811 0.4588 -0.3014  0.062
H -3.2988 -0.7925 0.7601  0.788
C -5.0619 4.6162 -3.2101  -0.826
C -4.5580 3.9435 -2.1707  0.268
C -5.1942 2.6849 -1.6537  1.087
O -4.6546 2.1165 -0.7135  -0.675
C -6.4028 2.2099 -2.2870  -0.984
C -6.9177 2.8825 -3.3287  0.335
C -6.2669 4.1294 -3.8672  0.990
O -6.7818 4.6707 -4.8227  -0.591
O -8.0186 2.5048 -3.9540  -0.567
O -3.4628 4.3322 -1.5177  -0.635
H -4.6106 5.5213 -3.5911  0.441
H -6.8592 1.3120 -1.8956  0.438
H -8.1703 3.1569 -4.6663  0.369
H -3.3318 3.6760 -0.8103  0.329
C 5.1510 3.9679 4.3436  -0.941
C 4.2784 3.7695 3.3487  0.358
C 3.7609 2.3999 3.0108  1.011
O 2.9523 2.3049 2.0947  -0.649
C 4.2423 1.2681 3.7710  -1.040
C 5.1207 1.4623 4.7667  0.276
C 5.6236 2.8350 5.1256  0.853
O 6.4031 2.9296 6.0515  -0.602
O 5.6051 0.4747 5.5024  -0.575
O 3.8079 4.7587 2.5929  -0.590
H 5.5289 4.9481 4.5974  0.442
H 3.8674 0.2917 3.4978  0.797
H 6.2127 0.8869 6.1477  0.367
H 3.1975 4.3464 1.9552  0.341


No. 3
Molecular formula: C34H26F5N5O3RhS
Method: DFT, ωB97M-V/def2-TZVPD

Summary:
ΔE to the lowest compared entry with this formula, charge and spin ... 4.5 kcal/mol
HOMO energy ... -10.61 eV
Net charge ... +1
DFT total energy ... -2818.5619 hartree
HOMO-LUMO gap ... 7.21 eV

Each line ends with the Mulliken charge.
Cartesian coordinates (Å):
Rh -0.3812 1.4343 1.6207  -0.240
C -2.8612 -2.9542 -4.5729  -0.988
O -2.0429 -2.4743 -3.5141  -0.352
C -0.7114 -2.7134 -3.5910  0.633
C -0.0724 -3.3753 -4.6304  -0.424
C 1.3015 -3.5742 -4.5806  -0.784
C 2.0447 -3.1330 -3.4994  -1.248
C 1.4086 -2.4841 -2.4509  0.557
C 0.0429 -2.2525 -2.5020  -0.613
N -0.6546 -1.6082 -1.4534  0.128
C -0.2490 -0.5124 -0.7808  -0.778
N 0.6866 0.2552 -1.3553  0.326
C 1.3244 1.3947 -0.8495  -0.054
C 1.0353 2.0626 0.3338  1.096
C 1.7507 3.2350 0.6325  -0.506
C 2.7416 3.6962 -0.2105  -1.140
C 3.0435 3.0286 -1.3882  -0.472
C 2.3337 1.8932 -1.7087  0.793
O 2.5157 1.1563 -2.8401  -0.401
C 3.4197 1.6532 -3.8186  -1.027
N -0.7982 -0.1574 0.3551  1.495
C -1.5846 -1.0792 1.0894  0.227
C -2.8243 -0.6966 1.5963  -0.475
C -3.5749 -1.5543 2.3860  -0.996
C -3.0829 -2.8160 2.6701  -0.840
C -1.8401 -3.2159 2.1962  -0.564
C -1.0699 -2.3529 1.4274  0.214
O 0.1668 -2.6389 0.9598  -0.018
C 0.7539 -3.8788 1.3324  -1.156
H -3.8825 -2.7105 -4.2967  0.236
H -2.7612 -4.0358 -4.6839  0.400
H -2.6085 -2.4594 -5.5128  0.391
H -0.6337 -3.7294 -5.4822  0.437
H 1.7875 -4.0923 -5.3960  0.422
H 3.1110 -3.3045 -3.4581  0.436
H 1.9690 -2.1578 -1.5841  0.566
H -1.5250 -2.0208 -1.1518  0.449
H 1.0030 -0.0206 -2.2750  0.416
H 1.5442 3.7714 1.5449  0.390
H 3.2996 4.5844 0.0538  0.421
H 3.8182 3.4009 -2.0411  0.473
H 3.3435 0.9784 -4.6660  0.267
H 4.4427 1.6486 -3.4380  0.372
H 3.1413 2.6634 -4.1239  0.418
H -3.2111 0.2870 1.3595  0.379
H -4.5381 -1.2386 2.7604  0.455
H -3.6627 -3.5030 3.2707  0.434
H -1.4705 -4.2000 2.4422  0.540
H 1.7558 -3.8707 0.9132  0.270
H 0.1932 -4.7192 0.9176  0.400
H 0.8157 -3.9706 2.4194  0.417
N -4.8873 2.4676 -2.5158  -0.450
C -4.2180 2.8623 -1.6715  -0.211
C -3.3860 3.3470 -0.6116  -0.271
C -3.5158 4.6349 -0.1026  -0.169
C -2.6576 5.0257 0.9073  -1.014
C -1.7207 4.1341 1.3953  -0.160
N -1.6151 2.8815 0.9270  0.306
C -2.4216 2.5036 -0.0788  -0.138
H -4.2632 5.3076 -0.4994  0.540
H -2.7041 6.0202 1.3251  0.446
H -1.0369 4.4270 2.1783  0.353
H -2.2747 1.5056 -0.4649  0.838
F 3.9484 -1.1161 6.1048  -0.287
C 3.0914 -0.2889 5.5222  0.535
C 2.7494 0.9139 6.1284  0.096
F 3.2900 1.2355 7.2938  -0.268
C 1.8479 1.7707 5.5185  0.113
F 1.5442 2.9109 6.1291  -0.311
C 1.2523 1.4653 4.2952  0.638
S 0.0971 2.5784 3.5732  -0.522
C 1.6364 0.2599 3.7240  0.144
F 1.1169 -0.1041 2.5011  0.113
C 2.5289 -0.6188 4.3008  -0.430
F 2.8445 -1.7622 3.6950  -0.277


Number 1: largest force on an atom 3.4 eV/Å. Number 2: largest force on an atom 1.8 eV/Å. Number 3: largest force on an atom 1.4 eV/Å.